No. 1
Molecular formula: C3H8N2O2
Method: DFT, ωB97M-V/def2-TZVPD

Summary:
E_LUMO (spin up / spin down)	0.029 / 0.024	Ha
relative energy (zero: lowest compared OMol25 entry of this formula, charge and spin)	160.5	kcal/mol
E	-10309.99239	eV
HOMO-LUMO gap (spin up / spin down)	8.126 / 8.445	eV
E_HOMO (spin up / spin down)	-7.34 / -7.80	eV

ORCA input file:
```
! RIJCOSX wB97M-V def2-TZVPD def2/J DEFGRID3
* xyz 0 1
C -1.335 -0.726 0.169
C 0.803 2.071 0.191
C -0.910 -0.628 -1.249
N -0.547 -1.132 1.072
O 1.200 0.924 0.655
N 2.028 0.122 -0.013
O 2.014 -1.086 0.579
H -2.377 -0.462 0.378
H 0.992 -1.271 0.873
H -0.905 -1.131 2.023
H 1.222 2.471 -0.720
H 0.246 2.666 0.888
H -1.206 0.339 -1.659
H -1.397 -1.413 -1.833
H 0.172 -0.744 -1.353
*
```


No. 2
Molecular formula: C3H5F3
Method: DFT, ωB97M-V/def2-TZVPD

Summary:
E_LUMO (spin up / spin down)	0.004 / 0.034	Ha
relative energy (zero: lowest compared OMol25 entry of this formula, charge and spin)	113.4	kcal/mol
E	-11340.15710	eV
HOMO-LUMO gap (spin up / spin down)	7.686 / 10.019	eV
E_HOMO (spin up / spin down)	-7.57 / -9.08	eV

ORCA input file:
```
! RIJCOSX wB97M-V def2-TZVPD def2/J DEFGRID3
* xyz 0 1
C 1.119 0.036 1.054
C 0.970 -0.712 -0.211
C -1.556 0.386 -1.025
F 0.881 -2.019 -0.252
F -1.926 0.141 0.224
F -1.190 1.629 -1.084
H 2.176 -0.088 1.548
H 0.282 -0.369 1.759
H 0.823 1.021 0.894
H 0.785 -0.199 -1.155
H -2.366 0.175 -1.753
*
```